1.
The following is a quantum chemistry calculation of the molecule C3H6N2O at a distorted geometry, from the Open Molecules 2025 dataset.

XYZ file:
```
12
Properties=species:S:1:pos:R:3:forces:R:3:lowdin_charge:R:1
O 2.692 -0.035 -0.573 -0.79 -0.26 0.46 0.04
C 1.495 -0.095 -0.239 0.92 -0.06 -0.19 -0.71
N 0.677 0.993 -0.052 -0.13 -0.18 -0.24 0.06
C -0.737 0.686 -0.080 -0.32 -0.33 0.04 -0.24
C -0.896 -0.730 0.470 0.17 -0.30 -0.22 -0.10
N 1.117 -1.369 0.026 -0.24 0.48 -0.87 0.23
H 0.997 1.838 -0.516 0.00 -0.30 0.14 0.15
H -1.141 0.687 -1.102 0.05 0.16 0.06 0.12
H -1.312 1.405 0.510 0.11 -0.04 0.01 0.12
H -0.500 -0.854 1.501 -0.37 0.06 -0.83 0.11
H -1.948 -1.047 0.450 0.29 -0.13 -0.05 0.10
H -0.446 -1.480 -0.394 0.30 0.90 1.69 0.14
```
Positions in Å, forces in eV/Å.

2S+1: 1
Total charge: 0
HOMO-LUMO gap (eV): 8.6212
Highest occupied orbital energy (Eh): -0.3545
Energy above the lowest of the compared OMol25 structures with the same formula, charge and spin (kJ/mol): 442.6



2.
The following is a quantum chemistry calculation of a structure of composition C35H30ClNPPt at a distorted geometry, from the Open Molecules 2025 dataset.

XYZ file:
```
69
Properties=species:S:1:pos:R:3:forces:R:3:lowdin_charge:R:1
C -0.735 -2.224 2.762 -0.05 -1.50 -0.59 -0.15
C -0.654 -2.522 1.344 0.58 0.21 0.70 -0.22
C 0.778 -2.670 1.042 -0.65 -0.57 0.69 -0.20
H -1.487 -2.482 0.640 0.27 -0.70 0.39 0.08
C 1.504 -2.524 2.290 -0.06 -0.33 -1.46 -0.10
C 0.588 -2.325 3.325 -1.31 0.11 0.13 -0.07
H 0.858 -2.248 4.375 -0.22 0.10 -0.30 0.12
H -1.688 -2.118 3.275 0.50 0.02 -0.01 0.11
H 1.175 -2.959 0.076 0.13 0.18 0.18 0.10
H 2.583 -2.568 2.408 -0.27 0.06 -0.18 0.12
Pt 0.137 -0.529 1.296 0.99 -0.28 -0.92 0.97
Cl 2.247 0.308 0.530 0.88 0.75 0.28 -0.04
P 0.491 -0.507 -1.785 -0.72 -0.06 -2.05 1.03
C 1.566 -1.585 -2.845 0.66 -0.39 0.55 -0.37
C 1.141 -2.234 -4.019 -0.08 0.11 0.22 -0.08
H 0.095 -2.165 -4.335 0.45 -0.09 0.12 0.11
C 2.056 -2.948 -4.799 -0.17 0.15 0.21 -0.07
H 1.698 -3.440 -5.702 0.14 0.10 0.18 0.11
C 3.398 -3.028 -4.426 -0.19 0.20 0.12 -0.07
H 4.100 -3.583 -5.051 -0.17 0.18 0.26 0.11
C 3.825 -2.380 -3.263 -0.07 -0.08 -0.09 -0.07
H 4.873 -2.433 -2.976 -0.20 0.03 -0.01 0.11
C 2.920 -1.671 -2.470 -0.10 -0.10 -0.13 -0.11
H 3.260 -1.162 -1.562 -0.08 -0.21 -0.36 0.06
C -1.122 -0.924 -2.568 -0.40 -0.33 0.25 -0.38
C -1.745 -2.095 -2.092 -0.17 0.35 -0.28 -0.12
H -1.261 -2.701 -1.316 -0.19 0.25 -0.39 0.08
C -2.965 -2.503 -2.628 -0.04 -0.02 -0.07 -0.07
H -3.449 -3.402 -2.250 0.11 0.18 -0.11 0.11
C -3.571 -1.768 -3.653 0.21 0.10 0.02 -0.07
H -4.525 -2.085 -4.078 0.28 0.05 0.18 0.11
C -2.939 -0.628 -4.150 0.19 0.00 0.16 -0.07
H -3.381 -0.049 -4.960 0.03 -0.20 0.18 0.11
C -1.720 -0.202 -3.613 0.01 -0.17 0.22 -0.07
H -1.223 0.683 -4.022 -0.26 -0.32 0.18 0.11
C 0.804 1.092 -2.676 -0.11 0.60 0.62 -0.36
C 1.558 1.231 -3.853 -0.10 -0.13 0.34 -0.06
H 2.015 0.349 -4.316 -0.12 0.44 0.20 0.11
C 1.710 2.491 -4.444 -0.06 -0.21 0.16 -0.06
H 2.293 2.565 -5.360 -0.13 0.07 0.20 0.11
C 1.139 3.623 -3.865 -0.02 -0.24 0.05 -0.07
H 1.286 4.602 -4.324 -0.06 -0.29 0.18 0.11
C 0.367 3.485 -2.707 -0.02 -0.06 -0.13 -0.08
H -0.091 4.364 -2.255 0.02 -0.18 -0.14 0.10
C 0.177 2.230 -2.133 0.35 -0.01 -0.18 -0.12
H -0.472 2.136 -1.256 0.26 0.03 -0.35 0.08
C 0.050 4.720 2.193 0.05 0.05 0.11 -0.03
C 0.143 3.776 1.158 -0.33 -0.08 0.07 -0.03
C -0.022 2.430 1.445 0.36 0.66 -0.85 -0.08
C -0.134 1.983 2.776 -0.76 -0.78 0.11 -0.27
C -0.314 2.933 3.801 -0.27 0.96 0.18 0.03
C -0.210 4.295 3.499 -0.27 -0.82 0.76 -0.04
N -0.233 0.630 2.993 0.10 1.70 -0.22 -0.03
C -0.785 0.211 4.218 -0.89 -0.09 2.42 -0.34
C 0.020 0.074 5.381 -0.23 0.40 -0.93 -0.04
C -0.563 -0.140 6.630 -0.23 -0.18 -0.29 -0.06
C -1.949 -0.272 6.754 0.07 0.34 -0.10 -0.06
C -2.759 -0.138 5.624 0.24 -0.17 -0.14 -0.07
C -2.197 0.079 4.370 1.05 0.62 -0.59 -0.04
H 0.112 5.796 1.996 0.08 -0.49 -0.06 0.12
H 0.281 4.112 0.130 -0.07 -0.19 0.30 0.10
H -0.129 1.705 0.624 0.39 0.56 0.47 0.02
H -0.640 2.570 4.780 0.44 0.39 -0.25 0.12
H -0.388 5.009 4.310 0.17 -0.19 -0.46 0.12
H 1.100 0.234 5.281 -0.42 -0.13 0.10 0.13
H 0.077 -0.181 7.505 -0.11 -0.05 -0.08 0.11
H -2.414 -0.395 7.733 0.22 -0.06 -0.27 0.11
H -3.841 -0.181 5.709 0.17 -0.05 0.04 0.11
H -2.821 0.253 3.482 0.18 -0.18 0.45 0.13
```
Positions in Å, forces in eV/Å.

2S+1: 5
Total charge: +1
HOMO-LUMO gap (spin up / spin down) (eV): 8.0779 / 5.2004
Highest occupied orbital energy (spin up / spin down) (Eh): -0.3812 / -0.3960



3.
The following is a quantum chemistry calculation of a structure of composition C33H24BrINOPReS2 at a distorted geometry, from the Open Molecules 2025 dataset.

XYZ file:
```
65
Properties=species:S:1:pos:R:3:forces:R:3:lowdin_charge:R:1
Re 1.059 1.021 -0.117 0.58 -0.41 0.95 0.35
I -0.530 3.048 -0.979 0.11 0.21 -0.24 1.21
C -2.537 2.724 -0.510 0.00 -0.18 0.09 -0.56
C -3.172 3.921 -0.357 -0.44 0.07 0.08 -0.16
C -4.579 3.970 -0.249 0.27 0.15 0.00 -0.04
C -5.278 2.815 -0.364 -0.09 -0.20 -0.04 0.00
C -4.625 1.563 -0.516 -0.16 -0.03 0.03 -0.14
C -5.430 0.405 -0.652 -0.06 0.17 0.03 0.01
C -4.873 -0.828 -0.760 0.18 -0.07 -0.01 -0.03
C -3.476 -0.941 -0.681 -0.13 -0.25 -0.02 -0.07
C -2.638 0.144 -0.569 -0.03 0.40 -0.07 -0.27
P -0.913 -0.392 -0.348 -0.09 0.04 0.28 0.93
C -1.047 -1.573 1.012 0.10 -0.03 -0.04 -0.39
C -1.802 -1.195 2.123 -0.07 0.01 0.05 -0.10
C -1.865 -2.021 3.231 0.04 -0.04 -0.02 -0.05
C -1.173 -3.229 3.237 -0.03 0.02 0.02 -0.05
C -0.413 -3.601 2.139 0.00 0.03 -0.06 -0.05
C -0.340 -2.770 1.026 0.05 -0.09 0.08 -0.11
C -0.393 -1.184 -1.876 0.01 0.12 -0.17 -0.37
C 0.366 -0.357 -2.708 0.13 0.07 -0.05 -0.16
C 0.861 -0.813 -3.920 -0.03 -0.09 0.06 -0.05
C 0.581 -2.116 -4.311 -0.01 0.00 -0.01 -0.04
C -0.182 -2.943 -3.495 0.00 0.02 0.01 -0.03
C -0.671 -2.483 -2.279 0.05 -0.14 -0.02 -0.06
C -3.203 1.463 -0.535 0.06 0.09 0.00 -0.18
H -2.611 4.846 -0.343 -0.02 0.00 0.00 0.09
H -5.077 4.920 -0.116 0.02 -0.01 -0.01 0.12
H -6.361 2.823 -0.341 0.02 -0.01 0.01 0.13
H -6.506 0.531 -0.668 0.02 0.00 0.02 0.13
H -5.484 -1.714 -0.868 0.03 0.01 0.00 0.12
H -3.060 -1.943 -0.668 0.01 0.05 -0.04 0.11
H -2.352 -0.260 2.124 0.01 -0.03 -0.01 0.12
H -2.459 -1.730 4.088 0.01 0.00 -0.02 0.12
H -1.235 -3.882 4.098 0.01 0.02 -0.01 0.12
H 0.128 -4.538 2.143 -0.01 0.01 0.00 0.12
H 0.278 -3.059 0.185 -0.01 0.01 0.01 0.10
H 0.525 0.702 -2.460 -0.07 -0.07 -0.05 0.03
H 1.436 -0.159 -4.563 -0.01 0.00 0.01 0.12
H 0.950 -2.485 -5.259 -0.01 0.00 0.02 0.12
H -0.401 -3.955 -3.809 0.01 0.01 0.00 0.12
H -1.246 -3.151 -1.649 -0.02 0.04 -0.02 0.11
O 6.347 3.570 -2.428 -0.14 -0.14 0.00 0.15
C 5.214 3.040 -1.980 0.34 0.16 -0.14 -0.28
C 4.688 1.822 -2.421 0.00 0.04 -0.02 0.04
C 3.524 1.386 -1.860 -0.20 0.02 0.17 -0.13
N 2.829 2.068 -0.907 -0.01 -0.36 -0.40 -0.17
C 3.353 3.245 -0.516 -0.03 -0.07 -0.02 -0.72
Br 2.451 4.243 0.779 -0.07 0.06 0.21 0.82
C 4.527 3.759 -1.009 -0.09 0.00 0.03 -0.02
H 6.766 3.017 -3.102 0.03 0.03 0.01 0.14
H 5.184 1.221 -3.171 0.00 0.02 0.02 0.14
H 3.104 0.436 -2.165 0.00 -0.02 0.04 0.09
H 4.910 4.705 -0.656 0.01 -0.01 0.00 0.13
S 0.869 1.185 2.078 -0.51 0.62 -1.01 0.73
C 1.640 -0.128 2.812 0.44 -0.83 0.67 -0.64
C 1.589 -0.285 4.224 -0.12 0.30 -0.59 -0.09
C 2.202 -1.359 4.790 0.35 -0.57 -0.07 -0.04
C 2.885 -2.308 3.980 -0.17 0.19 0.53 -0.03
C 2.939 -2.176 2.623 -0.10 0.24 -0.37 -0.09
C 2.307 -1.071 2.010 -0.14 -0.15 0.84 -0.65
S 2.337 -0.847 0.323 0.01 0.52 -0.64 0.75
H 1.070 0.447 4.831 0.00 0.01 -0.05 0.12
H 2.176 -1.493 5.863 0.02 -0.01 -0.03 0.12
H 3.373 -3.150 4.452 -0.02 0.02 0.01 0.12
H 3.462 -2.901 2.013 -0.03 0.02 0.00 0.12
```
Positions in Å, forces in eV/Å.

2S+1: 2
Total charge: +2
HOMO-LUMO gap (spin up / spin down) (eV): 6.0956 / 6.4495
Highest occupied orbital energy (spin up / spin down) (Eh): -0.4932 / -0.4990
Energy above the lowest of the compared OMol25 structures with the same formula, charge and spin (kJ/mol): 16.9



4.
The following is a quantum chemistry calculation of a structure of composition C41H39AsCl5N3OPt at a distorted geometry, from the Open Molecules 2025 dataset.

XYZ file:
```
91
Properties=species:S:1:pos:R:3:forces:R:3:lowdin_charge:R:1
Pt 0.836 -0.170 -0.326 -0.08 -0.57 0.89 1.37
Cl 0.497 -3.074 -1.757 0.11 -0.06 0.00 0.81
C 1.982 -2.256 -2.029 -0.08 -0.06 0.14 -0.69
C 2.272 -1.079 -1.315 0.07 0.44 -0.38 -0.39
C 3.550 -0.506 -1.432 -0.01 -0.03 -0.02 -0.69
Cl 3.953 0.883 -0.502 -0.02 -0.02 -0.03 0.76
C 4.497 -1.047 -2.291 -0.03 0.00 0.06 -0.70
Cl 6.043 -0.337 -2.442 0.00 -0.01 0.00 0.75
C 4.167 -2.186 -3.041 0.00 -0.03 -0.04 -0.68
Cl 5.307 -2.841 -4.114 0.00 0.00 0.00 0.79
C 2.918 -2.806 -2.894 0.02 -0.01 0.04 -0.70
Cl 2.559 -4.232 -3.764 0.00 -0.01 -0.01 0.75
C 2.030 0.618 5.767 -0.01 -0.03 0.08 0.05
N 1.171 0.593 4.588 0.11 0.13 -0.04 -0.02
N 1.369 -0.287 3.562 -0.09 -0.09 -0.07 0.07
C 0.551 0.067 2.549 -0.02 0.02 0.16 -0.37
O 0.407 -0.707 1.501 -0.14 0.06 -0.18 -0.19
C -0.135 1.224 2.912 -0.06 -0.01 0.01 0.08
C 0.285 1.523 4.200 0.00 0.00 -0.04 -0.22
C -0.091 2.659 5.081 0.02 -0.01 0.00 0.02
C 2.103 -1.513 3.695 0.05 0.00 -0.02 -0.21
C 1.666 -2.473 4.596 -0.01 0.01 -0.03 0.00
C 2.380 -3.655 4.704 0.02 0.00 -0.01 -0.04
C 3.498 -3.868 3.908 0.01 0.00 -0.01 -0.05
C 3.915 -2.900 3.003 -0.02 0.00 0.01 -0.05
C 3.219 -1.706 2.897 -0.01 0.03 0.02 0.00
H 2.830 -0.104 5.632 0.00 0.01 0.00 0.10
H 1.459 0.357 6.655 0.00 0.00 -0.01 0.11
H 2.458 1.612 5.879 0.00 0.00 0.00 0.11
H -0.891 1.730 2.331 0.03 -0.01 0.01 0.12
H -0.899 3.225 4.625 -0.01 0.01 0.00 0.09
H 0.757 3.331 5.231 0.00 0.01 0.00 0.10
H -0.418 2.309 6.059 0.00 -0.01 0.01 0.10
H 0.782 -2.298 5.195 -0.01 0.00 0.01 0.13
H 2.061 -4.413 5.405 -0.01 -0.01 0.01 0.12
H 4.049 -4.794 3.995 0.00 -0.01 0.00 0.12
H 4.790 -3.071 2.391 0.01 0.00 0.00 0.12
H 3.538 -0.927 2.214 0.01 0.00 -0.01 0.11
C -4.411 1.124 3.342 -0.02 0.00 0.00 -0.03
C -3.733 1.085 2.004 0.00 0.02 -0.01 -0.26
C -3.602 2.230 1.228 0.01 -0.03 0.01 -0.01
C -2.992 2.204 -0.021 0.02 -0.04 0.00 -0.29
C -2.903 3.500 -0.793 -0.01 0.02 0.00 -0.08
C -2.496 0.979 -0.512 -0.11 0.00 0.04 -0.31
As -1.586 1.179 -2.235 0.21 0.09 0.14 1.47
N 0.187 1.224 -1.248 0.52 0.20 -1.04 -0.30
C 0.833 2.503 -1.185 -0.42 -0.36 0.14 -0.37
C 1.451 2.920 -0.009 0.19 0.14 0.11 -0.09
C 2.059 4.162 0.042 -0.07 -0.17 0.09 -0.06
C 2.058 4.987 -1.073 0.03 0.10 -0.03 -0.04
C 1.435 4.574 -2.240 -0.04 -0.10 -0.06 -0.04
C 0.813 3.337 -2.302 -0.10 0.20 -0.07 -0.05
C -1.565 -0.477 -3.230 -0.13 0.02 0.02 -0.35
C -2.759 -1.210 -3.343 0.06 -0.03 0.02 -0.28
C -4.074 -0.741 -2.771 -0.01 0.06 -0.02 -0.04
C -2.746 -2.373 -4.103 0.03 0.00 -0.02 0.01
C -1.618 -2.786 -4.801 -0.02 0.01 0.02 -0.25
C -1.616 -4.050 -5.609 0.00 -0.01 0.00 -0.02
C -0.505 -1.952 -4.796 0.02 0.04 -0.02 -0.03
C -0.463 -0.788 -4.045 -0.01 0.01 -0.01 -0.30
C 0.725 0.126 -4.204 0.02 0.01 -0.01 -0.04
C -2.619 -0.195 0.257 0.04 0.05 -0.01 -0.29
C -2.154 -1.561 -0.173 0.02 0.02 0.00 -0.09
C -3.231 -0.108 1.501 -0.01 0.00 -0.02 -0.01
H -4.646 2.143 3.643 0.00 0.01 0.01 0.08
H -3.788 0.668 4.113 0.01 -0.01 0.01 0.08
H -5.345 0.560 3.311 -0.01 0.00 0.01 0.10
H -3.998 3.168 1.597 0.00 0.01 0.00 0.12
H -3.392 4.297 -0.238 0.00 0.01 0.01 0.09
H -3.394 3.429 -1.765 0.01 0.00 0.00 0.08
H -1.869 3.806 -0.969 -0.01 0.01 0.00 0.06
H 1.462 2.278 0.862 -0.04 0.00 0.01 0.08
H 2.538 4.485 0.957 -0.01 0.01 0.01 0.12
H 2.534 5.957 -1.029 0.01 0.00 0.00 0.12
H 1.424 5.217 -3.109 0.01 0.00 -0.01 0.12
H 0.311 3.037 -3.210 0.02 -0.02 0.01 0.08
H -4.170 0.348 -2.798 0.00 -0.01 0.01 0.07
H -4.241 -1.058 -1.744 0.00 0.00 0.02 0.07
H -4.891 -1.136 -3.373 0.00 -0.01 0.01 0.10
H -3.659 -2.951 -4.185 -0.01 0.00 -0.01 0.13
H -2.556 -4.588 -5.509 -0.01 -0.01 0.00 0.08
H -0.809 -4.709 -5.288 0.01 0.00 0.00 0.08
H -1.458 -3.832 -6.666 0.00 0.00 -0.01 0.10
H 0.347 -2.203 -5.420 0.01 0.00 -0.01 0.13
H 1.181 -0.031 -5.180 0.01 -0.01 0.00 0.10
H 1.497 -0.038 -3.452 0.01 0.05 0.01 0.05
H 0.434 1.174 -4.156 -0.02 0.02 -0.04 0.04
H -1.434 -1.529 -0.985 -0.10 0.00 0.04 -0.02
H -2.996 -2.165 -0.516 0.00 -0.01 0.01 0.10
H -1.704 -2.086 0.668 0.02 0.01 0.01 0.08
H -3.330 -1.015 2.089 0.00 -0.01 0.01 0.14
```
Positions in Å, forces in eV/Å.

2S+1: 1
Total charge: +2
HOMO-LUMO gap (eV): 5.0319
Highest occupied orbital energy (Eh): -0.4836
Energy above the lowest of the compared OMol25 structures with the same formula, charge and spin (kJ/mol): 88.6



5.
The following is a quantum chemistry calculation of a cluster of 2 separate species, C2H9NO2 in total at a distorted geometry, from the Open Molecules 2025 dataset.

XYZ file:
```
14
Properties=species:S:1:pos:R:3:forces:R:3:lowdin_charge:R:1
C -0.714 -1.443 0.807 -1.16 -0.66 1.13 0.01
N 0.194 -0.356 0.979 0.68 -1.28 -2.79 0.17
C -0.167 0.993 0.752 -2.57 3.39 -1.62 -0.16
O -0.372 1.130 -0.691 0.10 -0.62 -0.10 -0.06
H -1.205 -1.568 1.791 -0.38 0.10 -0.19 0.15
H -0.308 -2.434 0.581 0.76 0.65 -0.02 0.12
H -1.515 -1.251 0.065 0.27 0.54 0.37 0.15
H 1.081 -0.578 0.496 0.52 0.19 0.82 0.18
H -1.138 1.344 1.122 0.25 -1.00 0.98 0.16
H 0.535 1.777 0.987 0.98 -0.62 0.77 0.15
H -0.915 1.908 -0.958 0.44 -0.62 0.76 0.15
H 1.428 -0.281 -2.581 0.50 -0.35 -0.51 0.05
H 1.167 0.587 -1.457 0.43 0.52 -0.14 -0.02
O 1.929 0.172 -1.894 -0.84 -0.23 0.54 -0.05
```
Positions in Å, forces in eV/Å.

2S+1: 2
Total charge: +1
HOMO-LUMO gap (spin up / spin down) (eV): 11.7567 / 5.8769
Highest occupied orbital energy (spin up / spin down) (Eh): -0.5540 / -0.5524
Energy above the lowest of the compared OMol25 structures with the same formula, charge and spin (kJ/mol): 167.9



6.
The following is a quantum chemistry calculation of the molecule C3H6OS2 at a distorted geometry, from the Open Molecules 2025 dataset.

XYZ file:
```
12
Properties=species:S:1:pos:R:3:forces:R:3:lowdin_charge:R:1
S 3.302 0.344 -0.388 -0.98 -0.26 0.31 0.64
C 2.265 -0.780 0.242 1.50 1.94 -1.11 -0.70
O 0.954 -0.743 0.287 -0.08 -0.93 1.01 -0.15
C 0.164 0.428 -0.060 0.46 -0.49 -0.32 -0.24
C -1.284 -0.048 0.118 -0.70 1.25 0.24 -0.49
S -2.511 1.080 -0.701 1.63 1.10 -0.43 0.69
H 2.819 -1.629 0.625 -1.15 -0.67 0.32 0.06
H 0.509 0.684 -1.068 -0.64 0.26 0.04 0.11
H 0.409 1.237 0.626 0.09 0.04 -0.06 0.12
H -1.560 -0.029 1.183 0.37 -0.45 -0.41 0.08
H -1.429 -0.994 -0.346 0.13 -0.89 -0.03 0.06
H -3.638 0.452 -0.518 -0.62 -0.90 0.43 -0.19
```
Positions in Å, forces in eV/Å.

2S+1: 1
SMILES: S=COCCS
Total charge: 0
HOMO-LUMO gap (eV): 9.3358
Highest occupied orbital energy (Eh): -0.3274
Energy above the lowest of the compared OMol25 structures with the same formula, charge and spin (kJ/mol): 134.8



2S+1 of number 4 (C41H39AsCl5N3OPt)?
1



Among the records above, which one has the highest 2S+1?
C35H30ClNPPt